# 1
{
  "formula": "C33H44OPPdSb3",
  "method": "wB97M-V/def2-TZVPD",
  "species": ["Pd", "C", "Sb", "C", "C", "C", "C", "C", "C", "C", "C", "C", "Sb", "C", "C", "H", "H", "H", "H", "H", "H", "H", "H", "H", "H", "H", "H", "H", "H", "H", "H", "H", "H", "H", "H", "C", "P", "C", "C", "O", "H", "H", "H", "H", "H", "H", "H", "H", "H", "C", "C", "C", "C", "C", "C", "Sb", "C", "C", "C", "C", "C", "C", "C", "C", "C", "C", "C", "C", "H", "H", "H", "H", "H", "H", "H", "H", "H", "H", "H", "H", "H", "H", "H"],
  "coordinates": [[-0.2225, 0.1871, 0.7957], [0.4899, 1.5355, 4.9251], [0.9020, 0.5056, 3.1201], [1.5425, -1.3576, 3.8989], [2.7113, 1.5441, 2.4824], [3.8499, 0.6342, 2.7676], [4.4242, 0.5861, 4.0302], [5.3830, -0.3653, 4.3420], [5.7597, -1.2950, 3.3880], [5.2045, -1.2399, 2.1225], [4.2610, -0.2665, 1.7886], [3.7476, -0.2095, 0.3811], [1.8241, -1.1151, -0.0121], [2.1430, -3.0205, 0.8220], [2.1585, -1.5256, -2.0523], [1.2154, 1.1969, 5.6607], [-0.5147, 1.3109, 5.2725], [0.5875, 2.6059, 4.7673], [2.6278, -1.4285, 3.9070], [1.1099, -2.1515, 3.2967], [1.1751, -1.4405, 4.9194], [2.7069, 2.4751, 3.0470], [2.5694, 1.7534, 1.4247], [4.1180, 1.3106, 4.7736], [5.8344, -0.3829, 5.3222], [6.4972, -2.0467, 3.6229], [5.5308, -1.9444, 1.3679], [4.3985, -0.7940, -0.2682], [3.6818, 0.8014, -0.0183], [2.9927, -3.4418, 0.2890], [1.2626, -3.6388, 0.6756], [2.3690, -2.9440, 1.8785], [2.9594, -2.2598, -2.0851], [2.4677, -0.6150, -2.5544], [1.2742, -1.9377, -2.5282], [-2.9969, -3.4011, -0.3363], [-2.4284, -2.5199, 1.1223], [-2.5415, -3.6437, 2.5181], [-3.6181, -1.2040, 1.4123], [-1.0185, -2.0045, 0.9286], [-4.0040, -3.7879, -0.1931], [-2.3283, -4.2336, -0.5466], [-2.9899, -2.7210, -1.1884], [-3.5546, -4.0208, 2.6376], [-2.2409, -3.1278, 3.4289], [-1.8703, -4.4871, 2.3599], [-4.5986, -1.6147, 1.6361], [-3.7008, -0.5730, 0.5167], [-3.2969, -0.5806, 2.2591], [1.8964, 3.2649, -4.8325], [1.8253, 1.8811, -4.8637], [1.0359, 1.2093, -3.9467], [0.3104, 1.9167, -2.9936], [0.3788, 3.3061, -2.9714], [1.1723, 3.9748, -3.8903], [-0.9293, 0.9516, -1.5947], [-2.2309, 2.5103, -1.0699], [-2.9752, 3.1577, -2.0519], [-3.8312, 4.1882, -1.7041], [-3.9519, 4.5761, -0.3755], [-3.2113, 3.9401, 0.6061], [-2.3502, 2.9087, 0.2586], [-2.1887, -0.3399, -2.6746], [-1.6608, -1.3473, -3.4802], [-2.5033, -2.1910, -4.1856], [-3.8771, -2.0411, -4.0818], [-4.4085, -1.0523, -3.2710], [-3.5689, -0.2021, -2.5656], [2.5087, 3.7894, -5.5500], [2.3743, 1.3278, -5.6110], [0.9658, 0.1329, -4.0132], [-0.1842, 3.8771, -2.2425], [1.2166, 5.0530, -3.8731], [-2.8907, 2.8671, -3.0924], [-4.4042, 4.6914, -2.4691], [-4.6248, 5.3774, -0.1085], [-3.2999, 4.2470, 1.6389], [-1.7557, 2.4222, 1.0437], [-0.5907, -1.4852, -3.5697], [-2.0889, -2.9619, -4.8185], [-4.5331, -2.6945, -4.6362], [-5.4788, -0.9340, -3.1930], [-4.0009, 0.5719, -1.9424]],
  "forces_ev_per_angstrom": [[-0.045, 0.430, -0.417], [-0.333, 0.112, -0.054], [0.564, -0.080, -0.243], [-0.030, 0.018, 0.097], [-0.538, -0.139, 0.438], [0.028, 0.224, -0.147], [0.142, 0.012, 0.078], [-0.079, 0.089, 0.028], [0.045, -0.064, 0.001], [-0.051, 0.094, -0.130], [0.192, -0.392, -0.071], [-0.278, 0.000, 0.016], [0.338, 0.511, 0.197], [-0.358, -0.119, 0.070], [-0.252, 0.016, -0.066], [0.072, -0.031, -0.022], [-0.014, -0.005, 0.040], [-0.002, 0.038, -0.017], [0.075, 0.008, -0.026], [-0.062, -0.014, 0.063], [-0.010, -0.024, 0.052], [0.236, 0.025, -0.014], [0.014, 0.136, 0.118], [-0.005, 0.036, 0.078], [0.009, 0.014, 0.087], [0.063, -0.059, 0.007], [0.023, -0.032, -0.042], [0.023, 0.006, -0.121], [0.127, 0.026, -0.023], [0.070, 0.024, -0.042], [-0.038, -0.004, -0.001], [0.094, 0.016, 0.027], [0.076, -0.055, 0.003], [0.041, 0.056, -0.024], [-0.041, -0.045, -0.023], [-0.038, 0.042, 0.120], [0.063, -0.297, -0.210], [0.035, 0.043, -0.070], [0.183, 0.376, 0.000], [-0.300, -0.262, 0.118], [-0.084, -0.017, -0.003], [0.062, -0.040, 0.029], [-0.011, 0.048, -0.030], [-0.088, -0.015, 0.018], [-0.009, 0.037, 0.036], [0.027, -0.010, -0.034], [-0.135, -0.042, 0.024], [0.044, -0.143, 0.156], [-0.060, -0.186, -0.176], [0.022, 0.020, -0.026], [0.019, 0.013, -0.033], [-0.108, -0.125, -0.055], [0.062, -0.013, -0.089], [-0.021, 0.043, 0.228], [-0.005, 0.026, -0.004], [0.234, -0.157, 0.089], [-0.043, 0.016, 0.169], [0.016, -0.051, -0.128], [-0.035, 0.046, 0.064], [-0.020, 0.003, -0.075], [0.053, -0.060, 0.104], [0.186, -0.206, 0.240], [0.038, -0.150, -0.086], [0.052, 0.015, 0.050], [0.061, -0.013, 0.012], [-0.041, -0.031, -0.021], [-0.026, 0.018, 0.030], [-0.029, 0.057, 0.095], [0.050, 0.043, -0.057], [0.034, -0.052, -0.047], [-0.009, -0.058, -0.006], [0.003, -0.003, -0.017], [0.005, 0.089, 0.013], [0.018, -0.019, -0.025], [-0.032, 0.022, -0.041], [-0.028, 0.056, 0.017], [-0.007, 0.011, 0.026], [-0.130, 0.128, -0.194], [0.010, 0.026, -0.039], [0.034, -0.045, -0.039], [-0.059, -0.054, -0.048], [-0.087, 0.016, 0.010], [-0.003, 0.028, -0.015]],
  "largest_force_ev_per_a": 0.71,
  "charge": 2,
  "energy_ha": -2548.5703,
  "relative_energy_kj_mol": 132.3,
  "lumo_ev": -7.60
}


# 2
{
  "formula": "C24H29N2O4PSSbSe4Sn",
  "method": "wB97M-V/def2-TZVPD",
  "species": ["Sn", "C", "C", "C", "C", "C", "C", "P", "C", "C", "C", "C", "C", "C", "C", "C", "C", "C", "C", "C", "H", "H", "H", "H", "H", "H", "H", "H", "H", "H", "H", "H", "H", "H", "H", "O", "S", "O", "O", "O", "Se", "Sb", "Se", "Se", "Se", "C", "C", "N", "C", "C", "C", "C", "N", "H", "H", "H", "H", "H", "H", "H", "H", "H", "H", "H", "H", "H", "H"],
  "coordinates": [[-1.1591, 0.5493, -0.0901], [4.7637, -2.3084, -5.1911], [5.0231, -1.2625, -4.3143], [4.0233, -0.7986, -3.4769], [2.7595, -1.3808, -3.5122], [2.5001, -2.4307, -4.3883], [3.5060, -2.8919, -5.2256], [1.4251, -0.7430, -2.4800], [0.8615, 0.7792, -3.2081], [0.7214, 1.9431, -2.4518], [0.0970, 3.0569, -2.9894], [-0.3703, 3.0043, -4.2940], [-0.2019, 1.8561, -5.0609], [0.4120, 0.7398, -4.5257], [2.0745, -0.5626, -0.8241], [1.8045, -1.5943, 0.0762], [2.3296, -1.5412, 1.3537], [3.1186, -0.4628, 1.7405], [3.3920, 0.5580, 0.8444], [2.8810, 0.5043, -0.4445], [5.5457, -2.6699, -5.8464], [6.0050, -0.8090, -4.2831], [4.2321, 0.0140, -2.7918], [1.5195, -2.8885, -4.3985], [3.3039, -3.7105, -5.9037], [1.0619, 2.0081, -1.4272], [-0.0620, 3.9347, -2.3675], [-0.8803, 3.8561, -4.7171], [-0.5760, 1.8269, -6.0762], [0.4954, -0.1698, -5.1108], [1.1356, -2.3965, -0.2092], [2.0934, -2.3258, 2.0594], [3.5085, -0.4126, 2.7489], [3.9786, 1.4130, 1.1522], [3.0777, 1.3234, -1.1268], [-1.8155, -0.7931, -2.8805], [-1.3711, -2.0206, -2.3249], [0.4050, -1.9053, -2.5666], [-1.4695, -2.1356, -0.8995], [-1.5763, -3.2138, -3.0862], [-2.1625, 5.4911, -0.3994], [-2.1472, 3.6090, 1.0750], [0.0609, 2.4474, 1.0436], [-2.8510, 3.7753, 3.3658], [-3.4271, 1.5633, -0.1084], [-4.9049, 0.3106, 3.2434], [-3.9487, -0.7731, 3.7288], [-2.6486, -0.2360, 4.1074], [-2.5690, 0.2970, 5.4602], [-2.2454, -0.7722, 6.4969], [-1.6335, -0.1276, 3.2207], [-0.3341, 0.4266, 3.7188], [-1.6815, -0.5163, 1.9853], [-5.8911, -0.1132, 3.0379], [-4.5242, 0.7904, 2.3402], [-5.0116, 1.0930, 3.9931], [-3.8119, -1.5514, 2.9742], [-4.3574, -1.2840, 4.6045], [-3.5326, 0.7604, 5.6835], [-1.8447, 1.1056, 5.4925], [-2.9956, -1.5651, 6.4943], [-2.2168, -0.3405, 7.4986], [-1.2742, -1.2291, 6.2926], [-0.0090, -0.0924, 4.6223], [-0.4216, 1.5043, 3.9069], [0.4189, 0.3138, 2.9396], [-2.6086, -0.8263, 1.6996]],
  "forces_ev_per_angstrom": [[0.895, -1.323, -0.460], [-0.014, -0.001, 0.006], [0.016, -0.018, -0.026], [0.003, 0.023, 0.001], [0.006, 0.044, -0.074], [0.015, -0.023, 0.026], [0.028, 0.011, -0.009], [-0.049, -0.151, -0.123], [0.025, 0.164, 0.243], [0.075, 0.060, -0.039], [-0.009, 0.058, -0.002], [0.048, -0.111, -0.016], [-0.024, 0.102, -0.106], [-0.027, -0.088, 0.014], [0.001, -0.060, -0.049], [-0.088, -0.023, 0.044], [-0.003, 0.056, 0.014], [0.015, -0.017, -0.024], [0.001, -0.026, 0.031], [0.017, 0.180, -0.002], [0.007, -0.004, 0.000], [0.009, 0.001, -0.001], [0.000, -0.004, -0.008], [0.004, 0.006, -0.005], [0.002, -0.003, -0.006], [-0.085, -0.107, -0.036], [0.001, -0.096, -0.076], [-0.065, 0.100, -0.018], [-0.003, -0.013, 0.010], [0.003, 0.029, 0.021], [0.025, -0.003, -0.008], [0.005, -0.015, 0.015], [-0.009, 0.007, 0.011], [0.010, -0.005, -0.005], [0.026, -0.071, 0.022], [-0.275, 0.726, -0.556], [-0.147, -0.864, -0.084], [0.111, 0.095, 0.192], [0.000, -0.613, 0.240], [0.066, -0.016, -0.012], [0.022, 0.039, -0.067], [-0.782, -0.281, -0.156], [0.962, 1.198, 0.566], [-0.046, -0.065, 0.113], [-0.547, 1.234, 0.292], [0.031, -0.062, -0.038], [-0.091, 0.049, -0.091], [0.066, -0.101, -0.058], [-0.019, 0.052, 0.036], [0.061, -0.037, -0.033], [0.140, 0.057, 0.173], [0.231, 0.203, -0.042], [-0.444, -0.068, -0.371], [0.039, -0.003, -0.017], [-0.044, -0.063, 0.043], [-0.027, 0.036, 0.050], [-0.017, 0.034, 0.028], [0.020, 0.032, 0.030], [0.024, -0.005, -0.003], [-0.001, 0.018, -0.022], [0.005, -0.004, -0.010], [-0.005, 0.017, 0.001], [-0.044, 0.018, 0.019], [-0.028, 0.060, 0.048], [-0.057, -0.208, 0.061], [-0.127, -0.090, 0.133], [0.061, -0.069, 0.174]],
  "largest_force_ev_per_a": 1.66,
  "charge": -1,
  "energy_ha": -12142.4681,
  "relative_energy_kj_mol": 0.0,
  "lumo_ev": 2.03
}